1.
Density functional theory data (ωB97M-V/def2-TZVPD) for a structure of composition C4H7NOS in a non-equilibrium geometry.

ΔE to the lowest compared entry with this formula, charge and spin	110.8	kcal per mole
total energy	-684.63054	hartree
HOMO level (alpha / beta)	-8.2 / -8.2	eV
net charge	0

Structure (XYZ):
```
14
Properties=species:S:1:pos:R:3:forces:R:3
C -2.492771 -0.829681 0.098594 1.6 -3.7 0.3
C 0.687738 0.157063 0.646223 4.8 -3.3 0.2
C -0.055591 -0.880620 -0.357042 -0.6 1.5 0.1
C 0.587629 1.436430 0.163747 -4.8 2.7 -1.3
N -1.350426 -0.347013 -0.385701 0.1 -0.4 -1.1
O -3.472248 -0.196743 0.314207 -2.1 1.2 0.4
S -1.059221 1.819082 -0.088658 0.8 0.4 0.1
H -2.488325 -2.057278 0.320529 0.1 2.4 -0.5
H 0.332137 0.054731 1.659495 -0.4 -0.6 0.2
H 1.788891 -0.168833 0.589608 -1.3 0.4 0.6
H 0.423232 -0.824240 -1.410814 -0.4 -0.6 1.9
H 0.034087 -1.794744 0.237925 0.1 -0.2 -0.7
H 1.103193 2.216095 -0.279251 2.2 0.4 -0.7
H -0.787836 2.863659 -0.974090 -0.2 -0.3 0.5
```
Forces are in eV/Å.



2.
Density functional theory data (ωB97M-V/def2-TZVPD) for a cluster of 3 separate species, C6H14N3O in total in a non-equilibrium geometry.

ΔE to the lowest compared entry with this formula, charge and spin	66.7	kcal per mole
total energy	-476.15472	hartree
HOMO level	-12.6	eV
net charge	+1

Structure (XYZ):
```
24
Properties=species:S:1:pos:R:3:forces:R:3
C -1.422998 -0.330638 1.541218 0.6 1.2 -2.8
C 2.224918 -1.678399 0.443574 -0.6 2.0 -1.9
C 1.167688 -1.532265 -0.758212 -0.9 -1.2 0.5
C 2.323153 -0.109456 0.386284 2.7 -0.3 1.7
C 1.371183 -0.068252 -0.664209 -0.2 -1.8 0.4
C 0.923782 2.212126 -0.521990 2.7 1.5 -2.2
N -0.807469 -0.630743 2.524622 0.9 0.3 1.0
N -1.521851 0.050277 0.388202 -1.8 0.6 -1.2
N -3.942350 0.391219 -1.002333 -1.6 -0.1 1.4
O 0.738353 0.865730 -1.123932 -0.9 2.8 -1.4
H 1.923185 -1.949575 1.408903 -1.0 -0.9 1.0
H 3.126299 -2.160134 0.165941 0.8 -0.5 -0.3
H 1.272624 -2.053098 -1.712723 0.9 0.2 -0.1
H 0.110278 -1.850041 -0.572207 0.6 0.8 0.5
H 2.067479 0.453751 1.272737 -0.8 -0.1 0.5
H 3.334351 0.314264 0.248839 -0.2 -0.3 -0.7
H 1.784019 2.244308 0.145260 -0.4 -0.4 0.2
H 0.022259 2.431790 -0.095907 -2.2 0.3 1.5
H 1.146549 3.089184 -1.254393 -0.5 -2.2 0.4
H -1.090381 -1.137158 3.301758 -0.6 -1.0 1.4
H -2.289176 0.530450 -0.237355 0.9 -1.3 2.1
H -3.705142 -0.426930 -1.489159 0.5 -1.5 -0.7
H -4.955428 0.231074 -0.725608 1.8 0.9 -0.5
H -3.801328 1.112520 -1.669308 -0.7 1.0 -0.6
```
Forces are in eV/Å.



3.
Density functional theory data (ωB97M-V/def2-TZVPD) for an isolated molecule of C2H4NP in a non-equilibrium geometry.

ΔE to the lowest compared entry with this formula, charge and spin	83.9	kcal per mole
total energy	-474.54005	hartree
HOMO level	-8.7	eV
net charge	0
structure (SMILES)	PN1C=C1

Structure (XYZ):
```
8
Properties=species:S:1:pos:R:3:forces:R:3
C -0.100143 0.928992 -1.125490 2.2 2.5 -0.9
C -1.001500 0.044667 -1.124723 -1.5 -0.5 1.1
N -0.369249 0.625084 0.273313 0.0 -0.3 -1.1
P 0.878819 -0.436115 0.899439 0.1 0.4 0.3
H 0.695043 1.659928 -1.580835 -2.0 -1.7 0.6
H -1.919926 -0.561526 -1.207238 1.2 0.6 -0.3
H 1.576324 -0.694276 -0.331233 -0.2 -0.3 0.3
H 0.043899 -1.553407 0.841585 0.1 -0.7 0.0
```
Forces are in eV/Å.



4.
Density functional theory data (ωB97M-V/def2-TZVPD) for a structure of composition C17H33Br3FN4 in a non-equilibrium geometry.

total energy	-8708.15442	hartree
HOMO level	-12.6	eV
net charge	+1

Structure (XYZ):
```
58
Properties=species:S:1:pos:R:3:forces:R:3
C -4.921056 -0.578876 4.217887 0.8 0.3 -0.4
C -3.767087 -0.046123 3.310617 -0.5 -0.1 0.6
C -2.406243 -0.729102 3.598092 -0.5 0.2 -0.3
C -2.089878 -1.970441 2.727083 0.7 0.1 0.4
C -1.061724 -1.686017 1.602284 -0.7 0.5 0.2
C -1.728331 -0.810874 0.495398 0.1 -0.6 -0.4
C -1.583805 -1.416366 -0.913682 0.1 -0.5 0.4
C -0.123673 -1.581825 -1.372397 -0.5 0.0 -0.7
C 0.636035 -0.251624 -1.506575 -0.4 -0.2 -0.1
N 1.452349 0.154712 -0.342095 -0.1 1.4 0.1
C 1.564140 1.492631 0.028851 0.1 0.9 0.1
N 0.955672 2.585378 -0.588353 0.3 -0.7 -0.3
C 1.553754 2.935649 -1.903116 -0.7 0.3 -0.3
C 1.267147 4.408407 -2.230256 0.7 0.2 0.0
C 1.325978 4.688061 -3.740302 -0.8 0.0 -0.2
C 0.249786 3.929909 -4.552882 0.2 -0.1 -0.1
C 2.393240 1.592229 1.088825 0.3 -0.2 0.5
N 2.778537 0.285460 1.360094 -0.5 1.3 -0.2
F 3.628492 -0.081104 2.314624 -0.1 -0.1 0.0
C 2.219568 -0.543846 0.503626 0.3 -2.2 -0.3
N 2.470086 -1.919476 0.533484 -0.6 0.8 -0.2
H -4.493063 -0.881350 5.181455 -0.3 0.2 -0.1
H -5.631544 0.241612 4.353489 -0.1 -0.4 0.1
H -5.418373 -1.451376 3.779833 0.0 0.2 0.1
H -3.666503 1.031417 3.500616 0.0 -0.2 -0.1
H -4.111433 -0.151817 2.273930 0.4 0.1 0.1
H -2.416126 -1.022198 4.656490 0.1 0.0 -0.2
H -1.623184 0.041889 3.519314 0.0 -0.4 -0.2
H -3.003341 -2.379970 2.271535 0.2 0.1 0.2
H -1.690202 -2.741252 3.401766 -0.1 0.0 -0.3
H -0.221259 -1.114260 2.031121 0.0 -0.4 0.0
H -0.706093 -2.658305 1.227963 0.0 0.3 -0.1
H -2.799781 -0.788035 0.718332 0.2 0.4 -0.1
H -1.331061 0.215166 0.502673 -0.2 -0.2 0.1
H -2.003753 -2.435360 -0.876369 0.1 0.2 0.0
H -2.193404 -0.897313 -1.667049 0.3 0.2 0.2
H 0.349211 -2.332569 -0.737398 0.2 0.3 -0.1
H -0.161419 -2.026399 -2.377653 0.2 0.1 0.2
H 1.263043 -0.181370 -2.404032 0.0 -0.3 0.3
H -0.119621 0.538212 -1.621195 0.3 0.0 0.2
H 1.023579 3.373538 0.047504 -0.2 0.0 -0.1
H 1.061107 2.310515 -2.660276 0.2 0.1 0.1
H 2.636461 2.735628 -1.936251 -0.2 0.0 0.1
H 2.029610 5.045899 -1.752160 -0.2 -0.3 0.0
H 0.313138 4.733144 -1.789547 0.0 -0.3 -0.3
H 1.160079 5.760703 -3.897383 0.3 -0.2 0.1
H 2.312858 4.429386 -4.143975 -0.1 0.2 0.2
H -0.026603 4.481512 -5.458723 0.1 -0.1 0.2
H -0.676671 3.774537 -3.982660 0.2 0.0 0.0
H 0.628652 2.957300 -4.896230 -0.2 0.1 0.2
H 2.711959 2.487724 1.600461 0.2 -0.4 0.2
H 1.684881 -2.357477 1.019114 0.3 -0.3 0.1
H 2.477749 -2.264274 -0.425651 0.2 -0.3 0.2
C 3.656710 -5.743512 -0.742577 0.1 -0.2 0.2
Br 3.079883 -4.337254 -1.940313 0.0 -0.1 -0.2
Br 2.219734 -6.322871 0.403053 0.1 0.1 -0.1
Br 4.448110 -7.205336 -1.703998 -0.1 0.1 0.0
H 4.423683 -5.322649 -0.106415 0.0 0.0 0.0
```
Forces are in eV/Å.



5.
Density functional theory data (ωB97M-V/def2-TZVPD) for a structure of composition C5H6FHoO4 in a non-equilibrium geometry.

2S+1	6
expectation value of S²	8.757
total energy	-1541.64513	hartree
HOMO level (alpha / beta)	-20.6 / -20.9	eV
net charge	+3

Structure (XYZ):
```
17
Properties=species:S:1:pos:R:3:forces:R:3
O -2.080450 -1.621369 1.712078 -0.2 -1.6 -4.4
C -1.735062 -0.915883 2.665423 0.0 1.7 1.7
H -1.809453 -1.355219 3.673432 0.0 -0.2 -0.2
H -0.634851 0.713508 1.547827 -1.7 -0.8 2.7
C -1.344824 0.488453 2.558544 2.5 0.3 -2.3
H -2.198038 1.132971 2.330545 -0.4 0.0 0.4
H -0.805392 0.784761 3.470722 -0.3 0.3 -0.4
C 0.228078 0.852091 -0.719842 0.2 3.4 -0.6
C 1.399676 1.252149 -1.574333 0.3 0.1 0.0
O 0.843533 2.319660 -2.351967 0.5 -0.5 0.2
C -0.384728 2.610542 -1.961125 -0.7 3.1 -2.3
O -0.744011 1.748460 -0.928332 -0.1 -2.4 2.0
O -1.113404 3.439109 -2.388463 0.8 -1.4 0.8
F -0.252581 -0.439761 -1.057429 -2.2 -3.5 0.1
H 1.714335 0.435191 -2.233903 0.1 0.2 0.1
H 2.241928 1.630339 -0.983780 -0.1 -0.1 -0.1
Ho -2.047814 -2.032039 -0.544923 1.0 1.5 2.3
```
Forces are in eV/Å.



6.
Density functional theory data (ωB97M-V/def2-TZVPD) for a structure of composition C16H15Br2N3O3PdS in a non-equilibrium geometry.

ΔE to the lowest compared entry with this formula, charge and spin	0.0	kcal per mole
total energy	-6682.83670	hartree
HOMO level	-7.7	eV
net charge	0

Structure (XYZ):
```
41
Properties=species:S:1:pos:R:3:forces:R:3
Pd -0.190680 0.113568 -0.108521 -0.7 -0.5 -0.7
C -2.368410 2.912740 -0.312916 0.0 0.1 0.0
C -0.899150 3.191971 -0.208003 -0.3 -0.1 0.0
C -0.477731 4.533520 -0.124871 -0.2 0.2 0.0
C 0.835979 4.853964 -0.036187 0.1 0.0 0.0
C 1.794624 3.824363 -0.048360 -0.1 -0.2 0.0
C 3.186295 4.025105 0.016800 0.1 0.2 0.0
Br 3.899623 5.780234 0.131124 0.0 0.0 0.0
C 4.047019 2.967208 -0.006134 0.1 -0.1 0.0
C 3.557598 1.661231 -0.105479 0.1 0.1 0.0
Br 4.747542 0.206846 -0.135006 0.1 0.0 0.0
C 2.201383 1.388689 -0.192938 0.1 -0.2 -0.1
O 1.749466 0.182193 -0.351335 0.2 0.2 0.3
C 1.306823 2.496978 -0.136949 0.1 0.2 0.0
N -0.041219 2.195283 -0.199383 0.5 0.1 0.0
H -2.913917 3.840949 -0.471880 0.0 0.0 0.0
H -2.748892 2.471441 0.608584 0.0 0.0 0.0
H -2.582155 2.251353 -1.149649 0.0 0.0 0.0
H -1.223539 5.317093 -0.131642 0.0 -0.1 0.0
H 1.144223 5.887955 0.033623 0.1 0.0 0.0
H 5.112933 3.139705 0.048283 0.0 -0.1 0.0
N -2.274924 -0.159901 -0.118823 0.1 -0.2 0.1
C -2.722985 -1.522551 0.250513 0.0 0.0 0.0
C -2.060730 -2.562620 -0.631564 0.1 0.0 0.0
C -0.644084 -2.873203 -0.161353 0.0 0.0 0.0
O -0.312286 -4.031232 0.004300 0.1 0.0 0.0
O 0.130438 -1.860239 0.074735 0.0 0.1 0.0
H -2.746170 0.514122 0.467517 0.0 0.1 0.1
H -2.568175 0.022447 -1.074065 0.0 0.0 0.0
H -3.810238 -1.583347 0.165644 0.0 0.0 0.0
H -2.453737 -1.687438 1.293797 0.0 0.0 0.0
H -2.021991 -2.207903 -1.667029 -0.1 0.0 0.0
H -2.624376 -3.491825 -0.609699 0.0 0.0 0.0
S 0.733379 -0.753344 4.714777 0.0 0.0 0.0
C -0.476149 0.453005 4.763059 0.0 0.0 0.0
C -0.835469 0.783156 3.497064 0.1 0.0 0.0
N -0.177118 0.103019 2.501213 -0.2 0.2 0.4
C 0.676485 -0.735415 3.002678 0.0 -0.1 0.0
H -0.848100 0.849552 5.693290 0.0 0.0 0.0
H -1.571686 1.530633 3.233428 0.0 0.0 0.0
H 1.285501 -1.390402 2.392255 0.0 0.0 0.0
```
Forces are in eV/Å.



7.
Density functional theory data (ωB97M-V/def2-TZVPD) for a cluster of 2 separate species, C9H19P in total in a non-equilibrium geometry.

ΔE to the lowest compared entry with this formula, charge and spin	23.2	kcal per mole
total energy	-695.53908	hartree
HOMO level	-9.0	eV
net charge	0
structure (SMILES)	[H]/P=C/C(C)(C)C.C=C(C)C

Structure (XYZ):
```
29
Properties=species:S:1:pos:R:3:forces:R:3
C -0.922568 -0.585291 0.785927 1.8 -0.5 0.7
C -2.130260 -0.617038 -1.357616 1.3 -2.5 1.5
C -3.373942 -0.581277 0.941644 -0.8 0.4 -2.4
C -2.137786 1.377999 0.017135 -2.3 3.2 0.7
C 3.287116 0.746532 -1.479837 -3.2 4.2 2.8
C 2.081378 1.228470 0.646239 2.1 0.1 -1.6
C 3.163052 -0.931429 0.305125 2.4 0.0 0.8
C -2.189059 -0.084917 0.108207 1.4 -1.5 0.8
C 2.876059 0.432036 -0.056689 0.3 0.7 -1.2
P -0.808637 -1.932761 1.818204 -1.6 0.6 -0.7
H -2.236385 0.207885 -2.008723 -0.5 0.4 -1.1
H -1.060438 -1.047820 -1.465396 -1.8 0.6 -0.3
H -2.846975 -1.472993 -1.480423 0.6 0.9 -0.3
H -3.487112 -1.627254 0.731991 0.2 -0.9 0.8
H -3.425107 -0.269401 1.963211 0.4 -0.1 0.6
H -4.263624 -0.207921 0.447372 -0.4 0.5 0.0
H -3.218298 1.734358 -0.184758 1.5 -0.3 0.4
H -1.598383 1.831800 -0.795237 0.7 -0.3 -0.5
H -1.789602 1.907131 0.924673 -0.3 -0.4 -0.2
H 4.167453 0.515550 -1.866959 4.2 -1.4 -1.0
H 2.551606 0.296484 -2.039579 -1.7 -1.2 -1.7
H 3.127392 1.845902 -1.636284 0.2 -0.8 0.0
H 0.032073 -0.023586 0.560192 -1.2 -0.6 0.0
H 1.667726 0.905455 1.523661 -0.9 -0.6 2.3
H 2.099097 2.250092 0.399278 -0.7 1.2 -0.4
H 2.836848 -1.147607 1.267031 -1.0 -0.8 1.6
H 2.820625 -1.550125 -0.434368 -1.5 -2.0 -1.6
H 4.234435 -1.197715 0.296203 0.0 0.6 0.1
H 0.543306 -2.002557 2.069773 1.1 0.4 -0.1
```
Forces are in eV/Å.